# 1
{"formula": "C18H50Ba2O16", "method": "the ωB97M-V functional and the def2-TZVPD basis", "species": ["Ba", "Ba", "C", "C", "C", "O", "C", "C", "C", "O", "O", "O", "H", "H", "C", "O", "H", "H", "H", "H", "C", "O", "H", "H", "H", "H", "C", "O", "H", "H", "H", "H", "C", "O", "H", "H", "H", "H", "C", "O", "H", "H", "H", "H", "C", "O", "H", "H", "H", "H", "C", "O", "H", "H", "H", "H", "C", "O", "H", "H", "H", "H", "C", "O", "H", "H", "H", "H", "C", "O", "H", "H", "H", "H", "C", "O", "H", "H", "H", "H", "C", "O", "H", "H", "H", "H"], "xyz": [[13.64992, 0.52995, 2.58670], [14.25965, 9.93092, 1.33439], [14.43561, 5.44257, 3.26908], [14.22628, 6.66634, 2.50741], [13.65095, 6.54499, 1.02685], [13.49506, 7.53042, 0.34267], [13.29527, 5.24809, 0.58518], [13.43008, 4.17426, 1.39782], [14.11602, 4.23776, 2.74273], [14.39291, 3.23582, 3.52698], [13.07152, 3.04240, 0.85774], [14.48859, 7.79435, 2.97380], [14.85301, 5.56182, 4.25800], [12.83269, 5.07127, -0.37459], [12.19621, 3.01957, -2.82744], [12.60174, 1.99778, -1.87359], [12.45534, 2.69543, -3.83536], [11.14500, 3.30777, -2.82578], [12.73496, 3.95066, -2.65162], [12.53729, 2.47839, -1.04506], [12.72173, 11.01663, -2.27121], [12.88735, 9.98997, -1.30852], [13.25700, 11.90291, -1.93048], [13.21164, 10.84127, -3.22899], [11.68064, 11.29061, -2.44198], [12.52314, 9.17743, -1.66731], [10.30957, 5.68237, 2.50329], [9.08986, 5.01751, 2.52319], [10.18986, 6.66562, 2.95825], [11.05357, 5.06136, 3.00218], [10.59449, 5.89730, 1.47337], [8.39213, 5.66668, 2.40766], [16.18846, 4.17008, 6.60628], [14.83965, 3.85817, 6.43722], [16.84743, 3.32459, 6.40878], [16.52262, 5.04624, 6.05061], [16.40384, 4.43038, 7.64261], [14.75432, 3.80231, 5.48266], [16.02963, 4.49437, -1.25696], [17.02244, 3.66979, -1.76491], [15.13660, 4.42071, -1.87758], [15.74293, 4.25677, -0.23253], [16.28899, 5.55293, -1.27368], [17.74010, 3.71252, -1.12872], [14.08358, 11.81481, 4.42436], [13.90962, 10.50846, 3.93352], [14.66243, 11.69514, 5.34018], [14.57426, 12.52625, 3.76014], [13.12131, 12.26081, 4.67581], [13.57376, 9.98552, 4.66518], [17.80702, 5.93076, 2.77890], [19.15560, 5.61881, 2.41467], [17.39298, 6.76788, 2.21684], [17.13586, 5.08834, 2.61162], [17.78202, 6.12996, 3.85025], [19.72417, 6.36631, 2.61365], [9.41445, 2.81492, 0.35536], [9.79488, 1.70601, -0.39201], [8.55855, 3.27391, -0.13948], [9.09704, 2.49010, 1.34624], [10.25820, 3.49691, 0.46071], [9.02073, 1.20358, -0.65632], [17.31699, 11.19128, 2.72177], [16.59956, 9.99899, 2.62209], [17.34507, 11.77515, 1.80177], [16.75476, 11.78958, 3.43874], [18.29268, 11.09154, 3.19737], [16.75885, 9.40477, 3.35907], [15.95687, 8.26903, 6.25822], [16.24934, 8.35149, 4.87119], [15.36736, 9.12662, 6.58245], [15.43296, 7.35032, 6.52202], [16.84360, 8.23155, 6.89098], [15.54367, 7.99678, 4.32546], [12.37177, 5.57461, 5.82439], [11.41329, 6.60390, 5.83122], [12.33987, 5.02228, 4.88523], [13.37364, 5.99834, 5.89394], [12.25106, 4.96672, 6.72104], [10.52028, 6.29010, 5.99137], [10.37674, 7.73352, -0.92665], [11.58682, 7.44927, -1.57597], [9.86465, 8.61242, -1.31829], [9.73470, 6.85428, -0.97989], [10.62723, 7.93898, 0.11409], [12.33353, 7.44472, -0.97264]], "forces_ev_per_a": [[-0.001, 1.381, -0.298], [0.043, 0.524, -0.162], [-0.135, 3.683, -1.319], [0.101, -0.490, 0.348], [0.632, -0.516, 2.012], [0.341, 1.324, -0.064], [-0.528, 1.739, -0.961], [-0.064, -5.786, -0.494], [0.339, -2.462, 2.175], [-1.348, -0.462, -2.904], [1.082, 1.689, 2.820], [-0.742, -0.946, -1.425], [0.093, -0.196, 0.025], [0.023, 0.236, -0.264], [0.503, -0.276, -0.226], [-0.469, 1.216, -0.644], [-0.012, -0.162, 0.191], [-0.257, -0.569, 0.333], [0.358, 0.130, 0.064], [-0.067, -0.408, 0.280], [0.390, 1.337, -0.603], [0.562, 0.080, 0.751], [-0.213, 0.074, 0.404], [-0.162, -0.691, -0.026], [-0.018, -0.195, 0.120], [-0.383, -0.490, -0.257], [-0.278, 0.719, -0.271], [-0.513, -0.586, 0.114], [0.515, 0.009, 0.506], [0.070, 0.176, 0.098], [0.480, -0.188, -0.423], [-0.225, -0.095, -0.002], [1.404, 0.177, 1.171], [-0.433, 0.131, -0.436], [0.054, -0.074, -0.346], [-0.043, 0.076, -0.450], [-0.397, -0.063, 0.139], [-0.508, -0.394, -0.139], [-0.789, 0.676, -0.331], [0.087, -0.189, 0.278], [-0.003, -0.304, -0.105], [-0.038, -0.261, 0.414], [0.322, 0.270, 0.022], [0.454, -0.166, -0.219], [-0.238, 0.979, 1.631], [-0.304, -0.674, -1.352], [0.174, 0.648, -0.003], [0.207, -0.562, -0.375], [-0.051, 0.019, 0.058], [-0.067, -0.263, -0.008], [0.882, -0.045, 0.475], [-1.083, -0.331, -0.355], [0.071, 0.328, -0.064], [0.418, -0.373, -0.245], [-0.306, 0.309, 0.077], [-0.008, 0.097, 0.084], [-0.966, -0.123, 0.347], [1.080, -0.929, -0.523], [0.104, 0.628, 0.242], [-0.062, 0.322, 0.291], [-0.046, 0.064, -0.190], [-0.059, 0.018, -0.036], [-0.062, 1.600, 1.721], [-0.589, -1.137, -1.890], [0.227, -0.529, -0.239], [0.129, 0.546, 0.067], [0.194, -0.263, -0.588], [0.149, -0.127, 0.857], [-0.293, -0.131, 0.547], [0.985, 0.079, 0.051], [-0.113, 0.028, 0.055], [-0.306, -0.060, -0.211], [0.331, 0.252, -0.530], [-0.320, -0.068, 0.347], [-0.256, 0.157, 0.644], [0.198, 0.919, -0.484], [-0.138, -0.531, 0.023], [-0.141, 0.336, 0.096], [0.133, -0.476, -0.313], [0.102, -0.320, 0.125], [-0.037, -0.116, 0.944], [0.710, 0.097, -1.427], [0.105, -0.110, -0.276], [-0.203, 0.147, 0.007], [-0.473, 0.068, 0.374], [-0.304, -0.154, 0.148]], "spin_multiplicity": 2, "charge": 3, "gap_ev": [6.02, 4.27]}

---

# 2
{"formula": "C24H49CeClP2Te", "method": "the ωB97M-V functional and the def2-TZVPD basis", "species": ["Ce", "Cl", "P", "C", "C", "C", "C", "H", "C", "H", "H", "H", "H", "H", "H", "H", "C", "C", "H", "H", "H", "H", "H", "H", "C", "H", "C", "H", "H", "H", "H", "H", "H", "H", "H", "P", "C", "C", "C", "C", "H", "C", "H", "H", "H", "H", "H", "H", "H", "C", "C", "H", "H", "H", "H", "H", "H", "C", "H", "C", "H", "H", "H", "H", "H", "H", "Te", "C", "C", "C", "C", "C", "C", "H", "H", "H", "H", "H"], "xyz": [[-1.15797, 0.98142, -0.29138], [-0.79284, -1.71424, -0.57635], [-0.68788, 1.42270, -2.95847], [-1.92673, 0.40237, -3.88762], [-1.23223, 3.17517, -3.24145], [0.84503, 1.11552, -3.83957], [-2.97782, -0.26738, -2.98427], [-1.27563, -0.38977, -4.29511], [-2.64674, 1.07180, -5.06908], [-3.22131, 1.95107, -4.76150], [-3.36960, 0.35560, -5.48437], [-1.98454, 1.36654, -5.89075], [-2.52235, -0.88966, -2.19442], [-3.55921, -0.93732, -3.63916], [-3.67903, 0.45088, -2.52075], [0.82236, 0.01570, -3.90096], [2.09405, 1.51116, -3.03514], [0.86110, 1.66595, -5.26610], [0.24979, 1.06334, -5.94763], [1.88381, 1.64329, -5.66222], [0.51361, 2.69918, -5.35578], [1.96913, 1.47794, -1.94261], [2.43890, 2.51363, -3.31611], [2.88218, 0.78688, -3.29190], [-2.41808, 3.51257, -2.31963], [-1.55327, 3.17852, -4.29621], [-0.11855, 4.22273, -3.08155], [-3.30191, 2.86265, -2.45251], [-2.72144, 4.54500, -2.56004], [-2.14741, 3.50037, -1.23519], [0.30472, 4.22324, -2.06693], [-0.58011, 5.20431, -3.26971], [0.69785, 4.10584, -3.80571], [-2.88532, 0.44910, -0.02690], [0.62114, 0.58845, 0.07994], [0.84507, -1.90718, 3.05577], [2.15290, -3.13282, 2.68457], [1.23834, -0.75061, 4.48076], [-0.75087, -2.81140, 3.19565], [2.93988, -2.50813, 1.51300], [1.58298, -3.99961, 2.29345], [2.98577, -3.63006, 3.86601], [3.46807, -2.81284, 4.41176], [3.79221, -4.27053, 3.47833], [2.40114, -4.25602, 4.56087], [2.23474, -2.22868, 0.70869], [3.66467, -3.23591, 1.12675], [3.47759, -1.60448, 1.85635], [-0.64069, -3.50718, 2.33659], [-1.94795, -1.87486, 2.87504], [-0.90554, -3.64441, 4.47143], [-0.29522, -4.56059, 4.44608], [-1.94850, -3.98333, 4.57711], [-0.66994, -3.07687, 5.38316], [-1.59806, -0.89543, 2.51153], [-2.60891, -1.72299, 3.73676], [-2.54196, -2.31710, 2.06084], [2.48923, 0.08900, 4.11727], [1.47616, -1.39451, 5.33100], [0.06748, 0.16401, 4.83753], [3.35685, -0.53323, 3.85805], [2.75264, 0.70020, 4.98542], [2.23211, 0.74961, 3.27704], [-0.12321, 0.87423, 4.01556], [0.34172, 0.74768, 5.72431], [-0.85324, -0.38432, 5.07703], [1.05625, 3.07986, 0.79987], [0.55040, 4.28912, 2.51368], [1.55226, 4.74593, 3.42144], [1.19901, 5.71642, 4.38569], [-0.12506, 6.15738, 4.50378], [-1.11609, 5.57797, 3.71582], [-0.80767, 4.63081, 2.72866], [2.57658, 4.32945, 3.35000], [1.97706, 6.11982, 5.04252], [-0.36753, 6.94459, 5.20991], [-2.16033, 5.86457, 3.86015], [-1.56805, 4.13051, 2.10854]], "forces_ev_per_a": [[1.393, 0.884, 0.707], [-0.041, -0.253, -0.281], [-0.613, 0.541, -0.611], [-0.173, -0.070, -0.497], [0.301, -0.249, -0.469], [0.420, -0.108, -0.418], [0.039, -0.170, -0.060], [-0.290, 0.033, 0.109], [-0.049, -0.155, -0.191], [0.049, -0.094, 0.023], [0.135, 0.128, 0.051], [-0.013, 0.040, 0.218], [-0.197, 0.298, -0.252], [-0.010, 0.142, 0.348], [0.333, -0.229, -0.185], [0.120, 0.203, 0.063], [0.328, -0.123, -0.084], [0.288, -0.166, -0.551], [0.035, 0.057, 0.164], [-0.092, -0.024, 0.031], [0.047, -0.109, 0.179], [-0.148, -0.062, -0.318], [-0.065, -0.154, 0.117], [-0.030, 0.354, 0.097], [-0.153, 0.162, 0.092], [-0.126, 0.317, 0.349], [-0.155, 0.123, 0.048], [0.419, 0.149, -0.027], [-0.069, -0.293, 0.262], [0.001, 0.116, -0.731], [-0.101, -0.008, -0.209], [0.222, -0.112, 0.127], [-0.218, -0.080, 0.219], [-3.130, -0.893, 1.078], [1.804, -0.765, 0.309], [-0.830, 2.285, -1.797], [-0.277, -0.290, 0.356], [0.458, -1.267, 0.187], [0.310, -0.350, 0.313], [0.117, -0.215, 0.197], [0.213, 0.351, 0.067], [0.450, -0.428, -0.330], [-0.155, -0.069, 0.027], [-0.006, 0.064, 0.159], [0.089, 0.425, -0.175], [0.408, -0.012, 0.407], [0.075, 0.118, -0.017], [-0.235, -0.362, -0.303], [-0.111, 0.361, 0.391], [0.088, -0.173, -0.208], [-0.692, -0.336, 0.130], [0.037, 0.386, 0.043], [0.142, -0.003, 0.030], [0.038, -0.082, -0.239], [-0.183, -0.365, 0.166], [0.196, -0.001, -0.023], [0.118, 0.233, 0.279], [-0.594, -0.270, 0.001], [0.082, 0.226, 0.459], [0.025, 0.043, -0.149], [-0.250, 0.181, 0.008], [0.059, 0.053, -0.063], [0.233, -0.153, 0.091], [-0.045, -0.265, 0.221], [-0.051, 0.019, -0.111], [0.194, 0.096, -0.156], [-0.007, 0.220, 0.977], [0.058, -0.015, -0.047], [-0.951, 0.225, -0.219], [0.240, -0.604, -0.424], [0.458, -0.201, -0.167], [-0.404, -0.367, -0.360], [0.980, 0.275, 0.416], [-0.723, 0.530, -0.037], [-0.306, -0.113, -0.178], [-0.054, -0.135, 0.014], [0.251, -0.003, -0.002], [0.295, 0.558, 0.361]], "spin_multiplicity": 2, "charge": -1, "gap_ev": [5.45, 5.43]}

---

# 3
{"formula": "C21H38F5IInO10S2", "method": "the ωB97M-V functional and the def2-TZVPD basis", "species": ["C", "C", "C", "F", "In", "C", "C", "C", "C", "C", "C", "C", "C", "C", "O", "C", "C", "C", "O", "I", "C", "F", "F", "C", "F", "F", "H", "H", "H", "H", "H", "H", "H", "H", "H", "H", "H", "H", "H", "H", "H", "H", "H", "H", "H", "H", "H", "H", "H", "H", "H", "H", "H", "H", "H", "H", "C", "C", "O", "S", "O", "O", "O", "H", "H", "H", "H", "C", "C", "O", "S", "O", "O", "O", "H", "H", "H", "H"], "xyz": [[-5.93262, -0.67394, -1.88005], [-4.44431, -0.79615, -2.33381], [-4.26231, -1.88232, -3.42819], [-5.24411, -2.87108, -3.24943], [-2.15579, -2.71201, -3.47213], [-0.90450, -1.26131, -2.25777], [-1.05776, 0.21514, -2.73608], [-1.02761, 1.21763, -1.53837], [0.15774, 2.22727, -1.52329], [1.45204, 1.72788, -0.82567], [1.95740, 0.37218, -1.37504], [3.50982, 0.23162, -1.36188], [4.04041, -0.66283, -0.21689], [3.48914, -0.27665, 1.16462], [3.60314, 1.11520, 1.39930], [2.73751, 1.55353, 2.43233], [-1.96877, -4.69740, -2.39914], [-3.17190, -5.60019, -2.52670], [-3.67083, -6.18818, -1.62517], [-4.02784, -5.86480, -4.50560], [-1.35524, -2.85359, -5.59300], [-2.17374, -2.11920, -6.41157], [-1.36790, -4.13038, -6.11084], [0.10229, -2.40132, -5.77188], [0.13986, -1.07092, -5.97950], [0.82298, -2.74444, -4.69969], [-6.16569, -1.37907, -1.08306], [-6.55563, -0.80669, -2.76592], [-6.06453, 0.34627, -1.49861], [-3.77123, -0.97410, -1.49044], [-4.20277, 0.16983, -2.79281], [-4.40688, -1.35858, -4.38514], [0.11781, -1.63040, -2.33914], [-1.29036, -1.36410, -1.23687], [-0.25757, 0.45903, -3.44607], [-1.99187, 0.34298, -3.29139], [-1.93759, 1.83077, -1.61887], [-1.03618, 0.72200, -0.56310], [-0.18082, 3.08022, -0.91204], [0.36201, 2.64307, -2.51680], [2.22895, 2.47373, -1.05139], [1.30860, 1.73126, 0.25660], [1.48003, -0.42385, -0.80083], [1.66717, 0.32725, -2.42693], [3.99098, 1.21536, -1.37401], [3.79365, -0.25096, -2.30689], [3.71897, -1.68554, -0.43126], [5.13148, -0.55819, -0.19180], [2.46332, -0.65576, 1.24422], [4.08949, -0.79988, 1.92836], [3.35745, 1.87010, 3.28523], [2.05969, 0.77706, 2.80799], [2.13753, 2.39601, 2.08287], [-1.73000, -4.53713, -1.34206], [-1.12724, -5.28235, -2.80184], [0.54650, -2.88785, -6.64708], [2.56155, -0.69922, 6.33260], [2.32944, -2.18164, 6.54551], [1.17913, -2.48286, 5.75308], [1.16622, -1.54233, 4.44173], [1.72307, -2.27199, 3.35754], [-0.09626, -0.89806, 4.36400], [2.26553, -0.47684, 4.95266], [1.87455, -0.09901, 6.93390], [3.58574, -0.40414, 6.54769], [2.14501, -2.43039, 7.58732], [3.16879, -2.77316, 6.17185], [-0.24836, 5.60310, 4.85769], [0.90816, 6.23279, 4.10561], [1.10807, 5.38273, 2.97422], [-0.30908, 4.76971, 2.50779], [-0.81271, 5.55772, 1.43785], [-0.18131, 3.35745, 2.42656], [-1.13909, 5.14016, 3.84030], [0.08086, 4.74278, 5.44503], [-0.75728, 6.31224, 5.50593], [1.81538, 6.28556, 4.70176], [0.65029, 7.23119, 3.74391]], "forces_ev_per_a": [[1.131, 0.484, -0.100], [-0.715, -0.466, -0.405], [1.122, 0.887, 0.266], [-0.214, -0.167, -0.158], [0.097, 0.362, 0.630], [-0.829, -0.190, -1.068], [0.428, -0.627, 0.978], [0.296, 0.902, -0.944], [-0.291, -0.076, 1.091], [-0.067, 0.189, -1.131], [0.683, 0.927, 0.194], [-0.534, -0.599, 0.062], [-0.195, 1.238, 0.022], [0.699, -0.692, -0.311], [-0.676, -0.287, -0.135], [0.422, 0.278, 0.379], [-0.376, -0.460, -0.790], [1.334, 0.521, 1.410], [-0.618, -0.122, -0.055], [0.041, -0.059, -0.357], [0.092, -0.024, 1.249], [0.093, 0.300, -0.622], [0.043, -0.468, -0.237], [-1.270, -0.605, -1.580], [0.364, 0.723, 0.405], [0.548, 0.077, 0.757], [-0.224, -0.090, -0.258], [-0.237, -0.112, 0.292], [-0.225, -0.201, 0.062], [-0.154, 0.193, 0.083], [0.369, -0.167, 0.141], [-0.548, -0.498, -0.013], [0.013, 0.171, 0.318], [0.298, -0.022, -0.035], [-0.112, -0.036, 0.071], [0.047, 0.081, 0.125], [0.078, -0.161, 0.270], [-0.158, -0.172, -0.173], [0.072, -0.016, -0.227], [0.035, -0.322, -0.021], [-0.091, -0.039, 0.269], [-0.039, -0.185, -0.132], [0.013, -0.206, -0.414], [-0.279, -0.263, 0.203], [-0.114, -0.097, 0.227], [0.099, 0.046, 0.172], [0.341, -0.059, 0.170], [-0.073, -0.418, -0.060], [-0.051, 0.413, 0.094], [-0.242, -0.106, -0.021], [-0.195, 0.057, -0.040], [0.121, 0.098, -0.353], [0.096, -0.043, 0.048], [-0.392, -0.170, -0.040], [-0.144, 0.360, -0.368], [0.116, 0.007, -0.029], [-0.214, 0.129, 0.339], [0.429, -0.146, -0.127], [-0.151, 0.459, -0.036], [0.073, -0.109, 0.123], [-0.204, 0.304, 0.123], [0.234, -0.258, -0.075], [-0.010, -0.467, -0.017], [0.017, -0.028, 0.026], [0.022, 0.037, -0.222], [-0.225, -0.049, -0.063], [0.027, 0.036, 0.042], [0.247, -0.237, 0.268], [-0.194, 0.418, -0.034], [-0.258, -0.361, 0.207], [0.016, -0.022, 0.006], [-0.013, -0.314, 0.201], [-0.001, 0.412, -0.163], [0.241, 0.254, -0.298], [0.023, 0.029, 0.009], [-0.171, -0.017, -0.137], [0.090, -0.166, -0.144], [-0.004, 0.006, 0.059]], "relative_energy_kcal_mol": 0.0, "charge": -1, "gap_ev": 5.88}